1.
Here is a 3-piece molecular cluster, C25H54F4I2N6O5P2 overall from the Open Molecules 2025 dataset. Energies are from ωB97M-V with the def2-TZVPD basis set.

Structure (XYZ):
```
98
Properties=species:S:1:pos:R:3
C -3.27 -0.34 0.57
C 4.77 0.56 -1.86
H -4.69 4.90 1.88
H -8.22 -0.20 0.67
H -4.43 2.79 0.38
O -1.58 -1.57 -2.10
C 3.48 -3.88 1.27
H -1.37 -3.92 2.12
C -2.88 4.80 0.69
H 1.40 2.69 -0.19
H -1.28 -4.36 3.82
C 3.99 4.01 -0.50
C 1.39 -3.25 0.16
I -6.10 1.04 2.15
F -0.68 0.91 -0.17
C -5.57 -0.01 -0.71
H -4.85 3.30 -1.21
C 2.39 2.26 -0.01
H 5.76 3.66 -2.87
H 1.23 -2.28 0.65
H 4.10 0.32 -4.62
H -8.63 1.35 -0.01
H -4.94 5.39 0.22
C -2.91 3.97 -0.60
H 0.42 -3.63 -0.16
C -6.49 0.93 0.06
H -4.00 1.55 -2.25
N 3.65 1.01 -2.66
H 3.76 -6.88 3.98
C -7.96 0.50 -0.11
O -2.36 -1.33 0.05
O 0.03 -6.21 2.18
H 4.31 3.90 0.54
C -4.24 5.44 1.05
C -2.40 -1.25 -1.32
C -0.84 -3.72 3.05
H 0.72 -2.70 4.65
P 2.90 2.51 -2.57
C 2.78 -6.42 3.88
H 3.32 4.88 -0.57
H 3.28 -0.86 -3.58
H 1.94 -7.94 1.52
H 3.69 -3.66 2.32
H 3.65 -7.84 2.00
H 2.83 -5.51 4.47
H -2.99 4.63 -1.46
H -8.11 0.02 -1.07
C -3.57 1.58 -1.25
H -6.45 1.91 -0.42
C -4.04 0.26 -0.62
H -1.04 -2.67 3.31
H -4.09 6.47 1.35
H 4.48 0.33 -0.84
H -1.93 3.50 -0.68
N 0.61 -3.92 2.96
H -3.86 -0.94 1.26
N 2.08 -4.18 1.04
F -2.81 1.76 1.73
H 3.75 -3.00 0.68
C 2.80 -7.27 1.61
C -4.03 2.91 -0.62
H 2.03 -7.09 4.32
H -5.78 0.15 -1.77
H -2.53 4.18 1.51
N 2.53 -6.13 2.48
C 5.01 4.12 -3.51
O 1.69 3.37 -2.73
C 3.18 3.68 -4.98
C 1.17 -3.61 4.26
H -0.40 -0.39 1.34
H 2.74 4.67 -4.83
F -0.29 1.51 1.88
C -2.38 0.50 1.51
H 5.53 4.38 -4.44
H 3.07 -6.92 0.61
H 2.31 1.17 -0.10
C -0.89 0.56 1.12
H 5.58 1.29 -1.83
O -3.57 -0.69 -1.65
F -2.41 -0.12 2.73
H 1.98 -3.09 -0.75
N 3.39 2.77 -0.95
H 5.17 -0.36 -2.30
H 2.24 -3.41 4.20
H 4.67 5.06 -3.05
H 4.90 4.24 -1.06
H -2.13 5.58 0.57
C 3.34 0.20 -3.84
H 2.38 2.99 -5.24
H 2.68 2.48 1.02
H 4.14 -4.69 0.95
P 1.15 -5.25 1.96
H -2.49 1.57 -1.39
I -6.00 -2.08 -0.35
N 3.92 3.21 -3.81
H 1.00 -4.41 5.00
H 2.38 0.48 -4.26
H 3.86 3.72 -5.84
```

Computed properties:
- orbital gap (eV) = 8.2
- HOMO (hartree) = -0.2966

***

2.
Here is a 7-piece molecular cluster, C25H57BF3N6O6Si overall from the Open Molecules 2025 dataset. Energies are from ωB97M-V with the def2-TZVPD basis set.

Structure (XYZ):
```
99
Properties=species:S:1:pos:R:3
O -4.80 -4.99 4.60
N -1.41 5.19 -3.71
C 6.58 -7.63 0.38
N 4.74 -2.38 -0.90
H 1.18 5.00 -5.83
C -2.57 4.67 -4.39
H 1.44 0.74 -1.76
H 6.55 -9.62 1.16
F -4.31 1.60 0.98
H -3.45 4.34 -0.61
H -1.31 -2.22 3.23
N 0.04 9.00 -2.36
C -0.14 5.30 -4.18
N 5.25 -7.36 0.26
H -3.33 5.45 -4.42
C 7.01 -9.07 0.34
C -5.98 -4.75 4.37
H -1.14 2.89 -1.21
H -1.98 -0.22 0.46
H 2.64 0.85 -0.37
H -1.49 0.31 -1.27
C -6.96 -5.84 4.05
H -6.46 -6.81 4.06
H 3.78 -2.69 -0.89
H -8.46 -3.81 3.94
H 0.27 8.13 -2.83
O -1.15 9.46 -4.21
H 1.73 -5.00 3.35
H -7.39 -5.68 3.05
H 1.86 2.39 -1.03
H -2.70 -3.88 2.05
H -1.86 -5.17 2.94
H -1.52 5.52 -2.76
H -2.90 -4.02 3.81
N -1.10 -3.21 3.18
H 5.74 -4.14 -0.49
C 0.58 9.25 -1.05
O 1.02 -2.58 3.47
O 4.00 -0.76 -2.26
H 3.47 -8.18 0.91
H 3.65 -8.07 -0.85
C 0.13 4.85 -5.59
H 6.67 -0.41 -0.75
H 4.52 -9.33 0.06
C -2.20 -4.14 2.99
H -0.68 -1.13 -0.53
H 1.22 0.97 2.79
H -0.28 11.74 -2.31
C -4.02 1.55 -1.39
H -1.72 10.97 -1.57
O 0.74 5.77 -3.47
H -3.11 3.88 1.12
H 5.41 -3.11 0.92
H 1.93 -0.39 1.71
H 0.24 8.45 -0.38
C 1.69 1.29 -0.80
H 5.03 -6.37 0.29
H 8.10 -9.12 0.45
H -5.72 -2.80 4.63
H -7.76 -5.86 4.80
H 1.67 9.22 -1.11
C 5.72 -3.11 -0.13
H -7.76 -2.30 3.33
H 7.01 -1.45 -2.17
H 6.74 -9.51 -0.62
H 0.18 -5.50 4.05
C 4.17 -8.30 0.08
C 0.22 -3.49 3.31
C -7.78 -3.00 4.17
C 4.94 -1.27 -1.66
H 0.25 -0.53 2.41
H 6.71 -2.68 -0.21
H 0.37 -5.36 2.27
F -3.27 1.80 -2.53
C 0.65 -4.93 3.24
H -2.96 3.83 -3.81
H -1.03 4.51 -0.40
H -8.13 -2.48 5.06
C -1.12 -0.11 -0.27
B -0.49 2.83 1.01
N -6.43 -3.47 4.41
C -1.17 11.13 -2.50
O 7.38 -6.71 0.52
H -1.10 2.74 2.05
C 6.33 -0.71 -1.74
H 6.33 0.17 -2.39
H -0.47 5.43 -6.29
F -5.11 0.67 -1.42
H -2.35 4.34 -5.40
Si 0.22 1.07 0.45
H -1.81 11.67 -3.19
C -0.77 9.81 -3.10
H 0.49 3.52 1.12
C -1.39 3.44 -0.24
C -3.76 2.19 -0.18
H 0.27 10.21 -0.65
H -0.10 3.78 -5.69
C 1.00 0.20 1.99
C -2.96 3.53 0.04
```

Computed properties:
- orbital gap (eV) = 5.3
- HOMO (hartree) = -0.1278
- charge = -1

***

3.
Here is C25H58AuN2O2Si3 as an isolated structure from the Open Molecules 2025 dataset. Energies are from ωB97M-V with the def2-TZVPD basis set.

Structure (XYZ):
```
91
Properties=species:S:1:pos:R:3
H -4.31 1.22 2.77
H 3.70 0.57 2.45
C -1.89 1.72 5.32
Si -3.59 -0.36 0.96
H 2.89 2.36 -5.35
C -3.07 -2.19 1.08
H 0.43 2.15 -3.68
H 5.15 -0.14 -1.63
C -0.03 -1.01 3.59
H 3.88 3.34 1.04
C 2.15 1.55 -5.47
H -1.50 -0.16 -2.09
H 1.96 2.31 4.50
H 0.89 2.99 5.75
C -0.57 -2.95 -2.12
C 1.21 -3.43 4.14
C 1.09 2.10 5.14
C -5.06 -0.50 -0.21
H -1.92 0.82 5.95
H -2.50 -0.49 -4.50
H 0.23 -2.83 -1.37
C -0.65 3.06 2.84
C 4.11 2.89 0.06
C -3.97 0.18 2.71
Au -1.07 -1.95 0.55
H 3.46 3.39 -0.69
H -2.85 1.81 4.80
H 0.90 3.70 -4.42
C -1.11 3.14 -4.85
O 0.82 2.01 -5.69
N -0.40 0.20 3.25
Si 3.71 1.05 -0.05
C 0.81 -3.05 2.86
H -3.06 0.08 3.33
C -2.06 -1.01 -2.49
C -1.00 -4.40 -2.26
O -1.68 -2.13 -1.65
H 2.13 -3.50 1.23
H -1.27 3.57 -5.84
H -2.80 2.00 0.70
C 2.58 0.72 -6.66
C 3.01 0.42 1.61
H 0.42 -3.99 0.99
H 2.67 1.32 -7.57
H 0.15 3.03 2.09
H 2.78 -0.66 1.57
C 0.28 -1.40 4.95
H 1.13 -2.92 6.24
H -2.50 1.09 -0.79
H -4.78 -0.29 -1.25
H 1.75 -4.37 4.25
H 2.07 0.95 1.83
C -1.76 -1.12 -3.98
H 2.48 1.82 -2.27
H 3.56 0.28 -6.45
H -0.79 -0.67 -4.22
H -0.24 -2.52 -3.08
H 2.17 0.94 -4.54
H -1.61 2.99 2.32
H 4.76 -1.21 -0.23
C 2.33 1.18 -1.37
C -2.48 1.02 0.31
H 5.15 3.11 -0.21
H -1.20 -4.87 -1.29
H -1.90 -4.48 -2.89
C 0.34 2.77 -4.59
H -0.19 -4.95 -2.75
H 1.37 1.29 5.83
H 2.02 0.17 -1.69
H 0.05 -0.69 5.74
H -0.60 4.03 3.36
H -5.42 -1.53 -0.14
H 6.03 0.02 -0.08
C 0.89 -2.61 5.22
H 1.54 1.61 -0.79
H -5.86 0.19 0.09
H -1.76 2.60 5.98
N 0.10 -1.96 2.59
H 1.85 -0.07 -6.84
H -3.11 -2.62 2.11
H -3.14 -0.84 -2.32
Si -0.44 1.69 4.12
H -1.72 2.24 -4.78
C 1.24 -3.92 1.72
H -1.44 0.85 0.63
H -1.81 -2.13 -4.41
H -3.51 -2.92 0.38
H 1.49 -4.91 2.12
C 5.05 -0.18 -0.53
H -4.75 -0.47 3.14
H -1.45 3.87 -4.12
```

Computed properties:
- orbital gap (alpha / beta) (eV) = 8.3 / 6.3
- HOMO (alpha / beta) (hartree) = -0.4025 / -0.4271
- charge = +1
- relative energy (zero: lowest compared OMol25 entry of this formula, charge and spin) (kJ/mol) = 0.0
- multiplicity = 3

***

4.
Here is C25H58CaCl2FN8O8 as an isolated structure from the Open Molecules 2025 dataset. Energies are from ωB97M-V with the def2-TZVPD basis set.

Structure (XYZ):
```
103
Properties=species:S:1:pos:R:3
H 4.19 2.24 1.09
C 2.76 0.82 1.83
C -0.34 3.46 0.87
H -1.21 -4.97 -3.30
H -3.19 0.08 0.56
H -2.27 6.05 3.79
N -2.28 3.40 3.74
H -2.17 1.45 4.49
C -1.26 -2.12 3.13
H -1.54 2.26 -4.88
C -1.55 -4.47 -2.39
H 5.62 -3.16 -0.86
O -0.55 3.57 5.21
H -4.21 1.94 0.11
H -3.12 2.93 -3.11
H 3.48 3.70 -1.63
H -5.57 1.32 -0.52
C 3.46 -1.38 -2.47
H 3.78 -3.81 2.98
H -0.88 2.58 0.51
Ca 0.81 -0.30 -0.74
C 1.25 1.23 3.75
H -2.50 1.55 -2.17
C 4.11 1.15 1.17
H 1.29 0.66 -4.91
H 1.37 -4.56 -1.15
C 0.24 0.91 -5.08
N 2.49 1.30 3.02
H 1.97 -1.73 -4.08
H 3.46 -2.59 -4.23
H 1.13 -5.34 0.42
C -2.21 2.01 3.55
H -2.58 -0.56 -2.63
C 5.26 -2.14 -0.83
H 5.22 -2.04 -2.99
C 1.76 -4.65 -0.14
H -1.37 1.78 2.90
C -4.94 1.17 0.36
H -1.04 4.26 1.08
C 1.53 3.28 -0.87
H 0.56 0.50 3.33
H -2.08 -1.50 2.77
N 2.19 -3.25 1.89
H -1.63 2.98 -2.08
H 2.31 5.08 -1.50
H 3.02 -5.24 2.20
H -3.49 -3.21 -3.49
H -2.90 -0.78 -4.36
O 2.75 -0.74 -1.68
H 1.43 0.83 4.75
H 2.75 -5.06 0.05
F -1.09 0.02 0.46
C -1.68 -2.98 -2.55
O 1.44 2.05 -0.85
C -1.64 5.61 4.57
N 0.72 3.99 -0.03
C -1.42 4.12 4.53
H -0.56 -2.15 2.29
C 3.05 -1.63 -3.94
H -0.84 -4.77 -1.61
H 2.11 3.84 -2.81
H -3.80 -3.18 -0.35
H 3.97 0.66 0.21
Cl -0.38 -1.48 4.53
H 3.21 1.91 3.36
C -3.12 -1.16 -3.36
H 0.83 2.23 3.86
H -5.53 1.25 1.27
H -3.87 -2.91 1.45
N -1.45 1.93 -3.93
O -5.77 -1.58 0.15
H -1.88 5.68 5.63
N 4.69 -1.80 -2.16
H -2.54 -4.68 -1.99
H 3.41 -0.77 -4.50
H -0.09 -0.02 -5.53
C 1.63 -3.34 0.67
H -2.79 3.92 3.05
N -4.19 -0.01 0.41
C 2.84 -4.26 2.63
H 4.95 0.64 1.65
H -2.62 -2.23 0.39
H 2.39 -2.33 2.26
H 6.09 -1.50 -0.51
H 0.17 3.21 1.81
Cl -2.00 -3.65 3.53
H 0.70 4.98 -0.23
O -0.92 -2.24 -1.94
O -0.14 0.56 -2.73
O 1.14 -2.35 0.20
H -0.66 6.09 4.56
N -2.80 -2.55 -3.17
H 4.50 -1.98 -0.06
H -4.18 -0.93 -3.21
C -4.61 -1.30 0.40
H -3.14 1.79 3.03
H 2.31 -4.53 3.54
C -0.51 1.10 -3.76
C 2.45 4.04 -1.79
H 0.19 1.79 -5.73
O 2.02 0.10 1.17
C -2.22 2.40 -2.79
C -3.68 -2.47 0.47
```

Computed properties:
- orbital gap (eV) = 8.7
- HOMO (hartree) = -0.3876
- charge = +1